A gas-phase ion, C20H34NO2 (charge +1). Source: the Open Molecules 2025 dataset; level of theory: the ωB97M-V functional and the def2-TZVPD basis.

Structure (XYZ):
```
57
Properties=species:S:1:pos:R:3:nbo_charge:R:1
C 3.6257 -2.5062 2.1487 -0.611
C 3.6153 -1.5450 0.9566 -0.046
C 4.9931 -0.8694 0.8890 -0.600
C 3.4206 -2.3443 -0.3370 -0.637
C 2.5961 -0.3929 1.1524 -0.422
C 1.0852 -0.5803 0.9456 0.163
C 0.3562 0.6739 1.4298 -0.635
C 0.4806 -1.7934 1.6444 -0.638
N 0.7949 -0.7692 -0.5205 -0.599
C 0.8946 0.3766 -1.4480 -0.247
C 0.5510 -0.1498 -2.8506 0.055
O 1.3662 -1.2927 -3.0179 -0.738
C -0.9589 -0.4870 -2.9965 -0.097
O -1.5574 -0.8754 -1.7781 -0.556
C -2.3677 0.0121 -1.0691 0.349
C -3.0705 -0.5735 -0.0207 -0.293
C -3.8837 0.1929 0.7979 -0.174
C -3.9901 1.5485 0.5564 -0.022
C -3.2827 2.1305 -0.4921 0.031
C -2.4574 1.3783 -1.3076 -0.338
C -3.5449 3.6038 -0.5510 -0.433
C -4.8057 3.7708 0.3129 -0.384
C -4.7903 2.5816 1.2872 -0.428
H 2.7358 -3.1245 2.1927 0.206
H 3.7139 -1.9594 3.0837 0.214
H 4.4817 -3.1714 2.0722 0.223
H 5.1731 -0.2709 1.7781 0.216
H 5.7787 -1.6165 0.8230 0.221
H 5.0716 -0.2226 0.0176 0.205
H 2.5412 -2.9865 -0.3015 0.197
H 3.3924 -1.7002 -1.2152 0.211
H 4.2732 -3.0076 -0.4663 0.242
H 2.9058 0.4304 0.5044 0.209
H 2.7261 -0.0357 2.1752 0.237
H -0.6877 0.6644 1.1214 0.229
H 0.3766 0.7038 2.5151 0.243
H 0.8285 1.5831 1.0679 0.219
H -0.6060 -1.7485 1.5955 0.225
H 0.7654 -1.7989 2.6915 0.245
H 0.8070 -2.7276 1.1976 0.218
H 1.4362 -1.4884 -0.8915 0.484
H -0.1738 -1.1284 -0.6505 0.470
H 0.2037 1.1658 -1.1552 0.245
H 1.9150 0.7618 -1.4478 0.236
H 0.8097 0.6152 -3.5943 0.201
H 1.3299 -1.6057 -3.9271 0.499
H -1.4935 0.3514 -3.4458 0.204
H -1.0576 -1.3473 -3.6680 0.213
H -2.9866 -1.6395 0.1243 0.227
H -4.4309 -0.2726 1.6025 0.227
H -1.9227 1.8620 -2.1120 0.217
H -2.6992 4.1447 -0.1161 0.216
H -3.6845 3.9664 -1.5687 0.225
H -5.6895 3.7069 -0.3221 0.211
H -4.8278 4.7279 0.8288 0.222
H -4.2849 2.8447 2.2205 0.217
H -5.7912 2.2340 1.5382 0.228
```

Output
* structure (SMILES): CC(C)(C)CC(C)(C)[NH2+]C[C@@H](O)COc1ccc2c(c1)CCC2
* Kohn-Sham gap: 0.33737 Ha
* multiplicity: 1
* E_HOMO: -0.4161 Ha
* largest force on an atom: 0.0148 Eh/bohr
* energy relative to the best compared isomer or geometry (same formula, charge and spin): 0.000 eV
* charge: +1